Formula: C5H10O2S3
Source: the Open Molecules 2025 dataset
Level of theory: the ωB97M-V functional and the def2-TZVPD basis

Its highest occupied orbital energy is -8.7 eV. Its net charge is 0. The calculation puts the total energy at -41948.148 eV. For the molar mass, the calculation gives 198.33 g mol⁻¹. For the gap between HOMO and LUMO, the calculation gives 9.1 eV.

The geometry in XYZ format:
```
20
Properties=species:S:1:pos:R:3:mulliken_charge:R:1
O 5.7115 -0.4095 1.9955 -0.5449
O 5.3383 1.5528 0.9484 -0.4535
C 6.1367 0.5383 1.3733 0.6884
C 7.5623 0.7667 0.9687 -0.8510
H 4.4226 1.3154 1.2600 0.3422
H 8.1965 -0.0644 1.3206 0.2880
H 7.9397 1.7065 1.4056 0.2652
H 7.6444 0.8313 -0.1293 0.2652
S -1.5863 0.9848 2.5843 -0.0336
S -2.5344 -1.9303 2.6289 -0.0278
S -2.0412 -0.4384 5.2613 -0.0278
C -1.4356 -0.6865 1.9175 -0.5748
C -0.9974 0.6388 4.2559 -0.5749
C -1.8396 -1.9507 4.2955 -0.5855
H -0.3853 -1.0268 1.9989 0.3018
H -1.6859 -0.6216 0.8411 0.3023
H -0.9476 1.6118 4.7816 0.3023
H 0.0292 0.2273 4.2115 0.3020
H -2.3668 -2.7519 4.8484 0.3026
H -0.7677 -2.2230 4.2490 0.3138
```